(one)
14
Properties=species:S:1:pos:R:3 method="wB97M-V/def2-TZVPD" smiles="C=CB(O)O.C=O" homo_ha=-0.3415 orbital_gap_ev=9.7 spin_multiplicity=1 lumo_energy_ev=0.39
C -0.3112 -0.1611 -1.6963
C -0.6666 -0.5095 -0.4316
B 0.2532 -1.1878 0.7555
O 1.5491 -0.7623 0.6392
O -0.2801 -1.9857 1.7472
H 0.5566 -0.5645 -2.1828
H -1.0018 0.4709 -2.1680
H -1.6050 -0.1294 0.0913
H 2.1895 -0.8191 1.3475
H 0.4075 -2.5576 2.1311
C -0.2677 2.0230 -0.0309
O 0.3452 1.9316 0.9983
H -1.3214 2.3866 -0.1095
H 0.1528 1.8649 -1.0909

***

(two)
14
Properties=species:S:1:pos:R:3 method="wB97M-V/def2-TZVPD" homo_ha="-0.2837 / -0.3018" orbital_gap_ev="7.6 / 8.6" spin_multiplicity=1 lumo_energy_ev="-0.13 / 0.40"
B -0.7013 0.9955 0.0573
C 1.2281 -0.5906 1.0461
C 0.3139 -1.3672 -0.9163
C -0.2441 -0.0674 0.9846
O 1.4591 -0.8838 -0.3915
O 0.1532 1.9270 -0.3793
O -2.0170 0.9507 -0.4946
H 2.0156 0.1335 1.3418
H 1.3090 -1.5503 1.4735
H -0.1108 -2.2680 -0.5070
H -0.0983 -0.9708 -1.8640
H -1.0014 -0.4265 1.7655
H -0.2911 2.7242 -0.7809
H -2.0149 1.3937 -1.3351

***

(three)
14
Properties=species:S:1:pos:R:3 method="wB97M-V/def2-TZVPD" smiles="C=C(OC)B(O)O" homo_ha=-0.3155 orbital_gap_ev=8.9 spin_multiplicity=1 lumo_energy_ev=0.36
C -0.5804 0.9948 -0.8424
C 0.1344 0.0460 -0.0216
O 0.1738 0.0831 1.3265
C -0.0929 1.3551 1.8542
B 0.4767 -1.2794 -0.7383
O 0.6232 -2.4709 -0.0611
O 0.5046 -1.2535 -2.0825
H -1.2004 1.7663 -0.6097
H -0.4540 0.9448 -1.8539
H 0.1108 1.2407 2.8331
H -1.1715 1.7089 1.8889
H 0.6161 2.2414 1.3609
H 0.5342 -3.3212 -0.5767
H 0.3255 -2.0561 -2.4775

***

Most stable: (three)

***

(one)
14
Properties=species:S:1:pos:R:3 method="wB97M-V/def2-TZVPD" s2=2.0097 homo_ha="-0.4145 / -0.5518" charge=+1 orbital_gap_ev="7.1 / 6.4" spin_multiplicity=3 lumo_energy_ev="-4.16 / -8.58"
C 1.2577 0.0433 -0.2143
C -1.0565 0.3353 -0.9787
C -1.9879 0.3369 -1.8508
C 2.2572 -0.4099 0.5765
C -0.5669 -0.0395 1.3118
N -0.1865 0.0724 -0.0246
H 1.6539 0.3237 -1.1894
H -2.3674 1.2266 -2.3441
H -2.6033 -0.5228 -2.0993
H 3.3355 -0.1585 0.2780
H 2.2475 -0.8285 1.5313
H -0.0448 -0.8869 1.8819
H -1.5736 -0.4989 1.3593
H -0.3651 1.0069 1.7626

***

(two)
14
Properties=species:S:1:pos:R:3 method="wB97M-V/def2-TZVPD" s2=2.0259 homo_ha="-0.4540 / -0.5801" charge=+1 orbital_gap_ev="7.6 / 9.5" spin_multiplicity=3 lumo_energy_ev="-4.74 / -6.29"
C -1.4576 -0.1571 0.1379
C -2.3378 0.7980 0.1953
C 0.5307 -1.0896 0.0262
C 0.7067 0.3264 0.4903
C 1.8754 0.9531 -0.0810
N -0.8634 -1.2847 0.1715
H -3.0000 0.9255 -0.5821
H -2.1881 1.5941 0.8835
H 0.9344 -1.2599 -1.0736
H 0.9777 -1.9407 0.5984
H 2.4218 0.0810 -0.4981
H 2.2810 1.8214 0.4299
H 1.3727 1.4276 -0.9144
H -1.2534 -2.1952 0.2163

***

Most stable: (one)

***

(one)
106
Properties=species:S:1:pos:R:3 method="wB97M-V/def2-TZVPD" smiles="CCOC(=O)OC.CCOC(=O)OC.CCOC(=O)OC.CCOC(=O)OC.CCOC(=O)OC.CCOC(=O)OC.BrCCBr.BrCCBr" homo_ha=-0.3504 orbital_gap_ev=9.8 spin_multiplicity=1 lumo_energy_ev=0.31
C -3.6123 1.5130 3.3710
C -2.3277 2.1618 3.8376
O -1.4273 1.3827 4.6102
C -0.9271 0.2615 4.0564
O -1.2439 -0.1819 2.9728
O -0.0162 -0.2223 4.8978
C 0.7061 -1.3651 4.4662
H -4.1457 0.8646 4.0652
H -3.4464 0.9632 2.4443
H -4.3593 2.2694 3.1100
H -2.5950 2.9622 4.5306
H -1.8500 2.6249 2.9716
H 1.5385 -1.1013 3.8199
H 0.0080 -2.0586 3.9858
H 1.0716 -1.9369 5.3184
C 0.5720 3.9607 2.0745
C 1.3740 3.3163 3.1888
O 1.8715 2.0613 2.6712
C 3.1630 2.0051 2.4351
O 3.9045 2.9179 2.3900
O 3.4776 0.7563 2.1463
C 4.8497 0.4929 1.8500
H 1.2021 4.3026 1.2592
H 0.0070 4.7806 2.5364
H -0.1566 3.2993 1.6021
H 0.7729 3.1136 4.0718
H 2.1774 4.0037 3.4531
H 5.4739 1.3821 1.7531
H 4.8603 -0.0144 0.8875
H 5.2633 -0.1042 2.6621
C -7.1692 -1.6251 5.6915
C -7.0345 -2.1690 4.2675
O -6.5367 -1.1216 3.4411
C -6.1547 -1.4404 2.2090
O -6.0578 -2.5486 1.7684
O -5.8929 -0.3287 1.5349
C -5.2852 -0.4243 0.2393
H -8.0357 -1.0275 5.9428
H -6.2216 -1.1049 5.8797
H -7.1056 -2.4671 6.3860
H -8.0410 -2.4577 3.9581
H -6.3635 -3.0199 4.2667
H -5.5992 -1.3549 -0.2356
H -4.1975 -0.4714 0.3579
H -5.5714 0.4674 -0.3044
C -3.1811 -3.4526 -7.8643
C -1.7418 -2.9577 -7.8693
O -1.3309 -2.5456 -6.5630
C -1.4945 -1.2548 -6.2993
O -1.9806 -0.4290 -7.0135
O -1.0005 -1.0544 -5.1008
C -1.1148 0.2371 -4.4855
H -3.4059 -3.8635 -6.8737
H -3.2925 -4.3010 -8.5394
H -3.9246 -2.6677 -7.9817
H -1.6105 -2.1693 -8.6190
H -1.0282 -3.6998 -8.2325
H -2.1712 0.3679 -4.2342
H -0.8774 1.0217 -5.2079
H -0.4723 0.2214 -3.6195
C 2.0285 -4.4090 0.1382
C 2.7488 -3.5390 1.1635
O 4.0796 -3.9251 1.4519
C 5.0992 -3.3121 0.8730
O 5.1584 -2.9373 -0.2340
O 6.0880 -3.2257 1.7497
C 7.3117 -2.6421 1.3025
H 1.8597 -5.4143 0.5186
H 2.5689 -4.4825 -0.8059
H 1.0974 -3.8768 -0.0597
H 2.1825 -3.6787 2.0863
H 2.6089 -2.5060 0.8566
H 8.0606 -2.8206 2.0706
H 7.2195 -1.5658 1.1714
H 7.6261 -3.1642 0.3988
C 2.9539 2.0209 -1.6010
C 4.0536 1.0275 -1.9707
O 3.6390 0.1731 -3.0239
C 2.9066 -0.8593 -2.6584
O 2.4928 -1.0421 -1.5456
O 2.7482 -1.6396 -3.6972
C 1.8392 -2.7374 -3.5544
H 2.4638 2.4871 -2.4585
H 3.2733 2.7595 -0.8688
H 2.1144 1.4678 -1.1517
H 4.3240 0.4825 -1.0727
H 4.8269 1.6159 -2.4550
H 2.2278 -3.4268 -2.8050
H 1.8240 -3.2301 -4.5254
H 0.8100 -2.4354 -3.3668
Br -0.1898 4.5318 -1.8185
C -0.2369 6.5302 -1.6946
C 1.1334 7.1263 -1.8486
Br 2.3761 6.5781 -0.4488
H -0.6667 6.7327 -0.7205
H -0.8763 6.9333 -2.4766
H 1.0217 8.2110 -1.8100
H 1.6402 6.8600 -2.7685
Br -1.6063 -1.4075 -0.3086
C -0.1502 -0.0752 -0.5358
C -0.6638 1.2526 -0.0685
Br -2.3066 1.8444 -1.0451
H 0.2014 -0.0819 -1.5569
H 0.7071 -0.3971 0.0496
H 0.0433 2.0777 -0.1865
H -0.9550 1.3495 0.9729

***

(two)
106
Properties=species:S:1:pos:R:3 method="wB97M-V/def2-TZVPD" smiles="CCOC(=O)OC.CCOC(=O)OC.CCOC(=O)OC.CCOC(=O)OC.CCOC(=O)OC.CCOC(=O)OC.BrCCBr.BrCCBr" homo_ha=-0.3742 orbital_gap_ev=10.6 spin_multiplicity=1 lumo_energy_ev=0.38
C -7.0401 6.0632 -1.2345
C -5.5160 5.6787 -1.4288
O -5.6075 4.3718 -1.9445
C -4.6010 3.4670 -1.8165
O -3.4584 3.6688 -1.3724
O -5.1732 2.2898 -2.1709
C -4.5174 1.2380 -2.7371
H -7.7141 5.6731 -1.9973
H -7.1312 7.1457 -1.3235
H -7.5150 5.7622 -0.3007
H -4.9642 5.7975 -0.4963
H -4.9772 6.2691 -2.1698
H -3.9971 0.5645 -2.0562
H -3.8610 1.6215 -3.5183
H -5.2995 0.7274 -3.2991
C -0.7597 2.4911 -4.0263
C 0.0891 3.2501 -2.9103
O 1.2410 2.5205 -2.6426
C 2.3434 2.7015 -3.3214
O 2.4385 3.4975 -4.2102
O 3.4010 1.9375 -2.8660
C 3.2105 0.9057 -1.8588
H -0.3018 2.4721 -5.0153
H -1.7728 2.8923 -4.0542
H -0.9918 1.5058 -3.6221
H -0.4864 3.2449 -1.9847
H 0.3217 4.2579 -3.2546
H 4.1201 0.3137 -1.7581
H 2.4452 0.1826 -2.1408
H 2.9394 1.3512 -0.9016
C 1.0595 2.2389 4.1865
C 0.9213 1.1960 5.2424
O 1.7094 0.1139 4.8345
C 2.7066 -0.4024 5.5876
O 2.9090 -0.1695 6.7520
O 3.4883 -1.1992 4.8403
C 4.6058 -1.8481 5.4728
H 0.5600 1.9246 3.2701
H 2.1197 2.4052 3.9953
H 0.4420 3.0715 4.5234
H -0.0961 0.8631 5.4478
H 1.2609 1.6464 6.1750
H 4.1441 -2.5945 6.1191
H 5.2375 -1.2109 6.0918
H 5.1779 -2.2931 4.6587
C -4.0542 2.3755 2.1256
C -5.3708 1.6551 2.2372
O -5.3635 0.5104 1.3363
C -4.8953 -0.6817 1.7367
O -4.6253 -0.9749 2.8736
O -4.6481 -1.3706 0.6976
C -4.2269 -2.7705 0.8359
H -3.1895 1.7250 2.2568
H -3.9240 3.0952 2.9337
H -3.8992 2.9698 1.2251
H -6.1388 2.2822 1.7844
H -5.6828 1.4231 3.2555
H -4.6507 -3.1727 1.7561
H -3.1399 -2.8450 0.8034
H -4.5427 -3.3116 -0.0560
C 4.5825 -1.1554 -6.4067
C 3.5714 -2.1407 -5.6865
O 2.2866 -1.4813 -5.8352
C 1.1106 -2.0642 -5.4752
O 0.9616 -3.2650 -5.1388
O 0.1494 -1.1391 -5.5904
C -1.1593 -1.2833 -4.9840
H 5.5789 -1.5606 -6.5831
H 4.7954 -0.2967 -5.7700
H 4.2609 -0.8488 -7.4021
H 3.7922 -2.2584 -4.6256
H 3.6355 -3.1336 -6.1315
H -1.5089 -0.3625 -4.5171
H -1.2292 -2.1079 -4.2745
H -1.8101 -1.4750 -5.8372
C 6.3876 -5.8345 0.1427
C 7.1376 -4.5085 0.0379
O 6.1430 -3.3930 -0.0069
C 5.8222 -2.7059 1.1042
O 6.1691 -3.0784 2.2155
O 5.0381 -1.7243 0.8203
C 4.3822 -1.1003 1.8709
H 5.8255 -5.8709 1.0759
H 7.1313 -6.6257 0.2374
H 5.8126 -5.8944 -0.7813
H 7.8242 -4.4188 -0.8039
H 7.8215 -4.4727 0.8859
H 3.4959 -0.5493 1.5564
H 5.0392 -0.3629 2.3322
H 4.0788 -1.8513 2.6003
Br -1.1847 -1.9998 6.8867
C -1.1341 -3.0582 5.2949
C -2.2711 -2.6779 4.3390
Br -1.5364 -3.5013 2.6911
H -1.1868 -4.0626 5.7151
H -0.1696 -2.7847 4.8671
H -2.2258 -1.6046 4.1545
H -3.2518 -3.0758 4.6001
Br 1.0511 -0.1044 0.9120
C -0.9531 0.0064 0.9680
C -1.5808 0.4899 -0.3347
Br -1.0968 -0.8768 -1.6228
H -1.1924 0.7558 1.7225
H -1.3619 -0.9549 1.2791
H -1.1200 1.4010 -0.7162
H -2.6707 0.4975 -0.3527

***

Most stable: (one)